{"formula": "C24H22Cl5N2O7Re", "method": "wB97M-V/def2-TZVPD", "species": ["Re", "O", "C", "O", "C", "C", "C", "C", "C", "O", "C", "C", "O", "O", "H", "H", "H", "H", "H", "H", "H", "H", "Cl", "C", "C", "Cl", "C", "Cl", "C", "O", "C", "Cl", "C", "Cl", "C", "C", "N", "C", "C", "C", "O", "C", "C", "C", "C", "N", "C", "H", "H", "H", "H", "H", "H", "H", "H", "H", "H", "H", "H", "H", "H"], "xyz": [[0.9047, 0.2375, 1.6313], [-0.4595, 2.5987, 4.3540], [-0.3758, 1.5155, 3.8867], [0.7962, 1.0627, 3.3097], [-1.4413, 0.4337, 3.8876], [-0.7946, -0.9590, 3.9441], [-1.8055, -2.0504, 4.2400], [-2.6075, -2.1241, 2.9204], [-1.9219, -1.0645, 2.0755], [-0.5161, -1.1782, 2.5083], [-2.2610, 0.3542, 2.5494], [-1.9074, 1.3330, 1.4239], [-2.7508, 2.0124, 0.9080], [-0.6501, 1.3229, 1.0017], [-2.1017, 0.6218, 4.7315], [0.1433, -1.0138, 4.4878], [-2.4161, -1.8001, 5.1054], [-1.2940, -2.9876, 4.4484], [-3.6625, -1.8878, 3.0449], [-2.5344, -3.1058, 2.4580], [-1.9643, -1.2162, 1.0003], [-3.3240, 0.4713, 2.7428], [7.8394, 1.1262, 0.5453], [6.1310, 1.1823, 0.5309], [5.4078, 0.3216, 1.3544], [6.1818, -0.8047, 2.3830], [4.0267, 0.3965, 1.3225], [3.0375, -0.6792, 2.3047], [3.3362, 1.2812, 0.5145], [1.9866, 1.3442, 0.5309], [4.0623, 2.1325, -0.3166], [3.2107, 3.2154, -1.3274], [5.4561, 2.0831, -0.3016], [6.3460, 3.1329, -1.3126], [-3.6416, 0.8324, -3.9071], [-2.3545, 0.4603, -4.6249], [-1.2851, 0.0853, -3.6898], [-0.1705, 1.0203, -3.5433], [-0.5581, 2.3175, -2.8498], [-1.3419, -1.1611, -3.1832], [-2.1736, -1.9944, -3.5057], [-0.3673, -1.5695, -2.1031], [0.1742, -2.8488, -2.1199], [0.9607, -3.2646, -1.0565], [1.1562, -2.4086, 0.0082], [0.6040, -1.1842, 0.0450], [-0.1373, -0.7746, -1.0008], [-4.3993, 1.1362, -4.6288], [-3.4836, 1.6555, -3.2099], [-4.0271, -0.0250, -3.3567], [-1.9782, 1.2928, -5.2197], [-2.5262, -0.3799, -5.2978], [0.2120, 1.2319, -4.5457], [0.6430, 0.5261, -3.0139], [-1.2931, 2.8720, -3.4331], [0.3204, 2.9528, -2.7354], [-0.9826, 2.1466, -1.8593], [-0.0395, -3.5027, -2.9553], [1.4126, -4.2454, -1.0386], [1.7502, -2.7005, 0.8621], [-0.5517, 0.2217, -0.9248]], "atomic_forces_ev_per_a": [[-0.34, 0.29, -0.27], [-0.03, 0.01, -0.01], [-0.09, -0.07, 0.04], [0.11, -0.02, -0.08], [0.01, 0.05, 0.04], [0.06, 0.06, -0.03], [0.00, -0.03, 0.06], [-0.08, 0.02, -0.01], [0.02, 0.02, -0.12], [-0.01, -0.16, 0.17], [0.01, -0.01, -0.05], [-0.26, -0.03, 0.15], [0.03, -0.02, -0.02], [0.19, -0.05, 0.01], [0.03, 0.02, 0.00], [-0.03, -0.01, 0.03], [0.00, 0.01, -0.01], [-0.02, -0.01, 0.00], [0.00, -0.02, 0.01], [0.03, 0.00, -0.01], [-0.04, 0.01, 0.01], [0.01, 0.01, -0.03], [0.00, 0.01, -0.01], [0.02, -0.02, 0.03], [-0.04, 0.02, -0.03], [0.01, -0.02, 0.01], [0.03, 0.00, 0.01], [0.26, -0.08, -0.05], [0.15, -0.02, -0.01], [-0.15, -0.07, 0.03], [0.05, -0.07, 0.06], [-0.02, 0.02, -0.02], [-0.03, 0.01, -0.02], [0.00, 0.00, -0.01], [-0.01, -0.01, 0.00], [0.00, -0.01, -0.04], [-0.01, -0.04, 0.02], [0.04, -0.03, 0.00], [0.01, 0.03, -0.01], [0.01, 0.01, -0.06], [0.00, -0.02, 0.03], [0.01, 0.03, 0.03], [-0.02, 0.02, 0.02], [0.00, 0.05, 0.05], [-0.03, -0.11, 0.02], [0.19, 0.07, 0.10], [0.00, 0.14, -0.09], [0.00, 0.00, -0.01], [0.00, 0.01, 0.00], [0.00, 0.00, 0.01], [-0.01, 0.01, 0.02], [0.00, 0.01, 0.01], [0.00, 0.02, 0.01], [-0.01, 0.00, 0.01], [-0.01, -0.01, 0.00], [0.00, 0.00, -0.01], [0.00, -0.01, 0.03], [0.00, 0.00, -0.01], [0.00, -0.01, -0.01], [0.00, 0.01, 0.01], [-0.02, 0.00, -0.01]], "spin_multiplicity": 2, "e_lumo_ev": [-4.805, -4.660], "e_above_lowest_ev": 0.325, "homo_energy_ev": [-11.98, -11.97], "homo_lumo_gap_ev": [7.2, 7.3], "total_charge": 1, "s_squared": 0.755}

=====

{"formula": "C4H16AlN8O4", "method": "wB97M-V/def2-TZVPD", "species": ["Al", "C", "O", "N", "N", "H", "H", "H", "H", "C", "O", "N", "N", "H", "H", "H", "H", "C", "O", "N", "N", "H", "H", "H", "H", "C", "O", "N", "N", "H", "H", "H", "H"], "xyz": [[-5.3938, 8.5678, -10.7596], [-6.8407, 12.1848, -9.7504], [-6.4830, 10.9789, -9.6931], [-6.9171, 12.8533, -10.9253], [-7.1099, 12.9035, -8.6524], [-6.6570, 12.3676, -11.7625], [-7.0904, 13.8440, -10.8983], [-6.9201, 12.4929, -7.7517], [-7.4354, 13.8551, -8.6978], [-3.1396, 11.5975, -9.5123], [-3.4872, 10.4145, -9.7247], [-2.9931, 12.5086, -10.5180], [-2.6863, 12.0295, -8.3206], [-3.5690, 12.4847, -11.3460], [-2.7970, 13.4633, -10.2459], [-2.3840, 12.9691, -8.1215], [-2.4425, 11.3027, -7.6621], [-2.6550, 5.8571, -11.2149], [-3.2170, 6.9181, -10.8273], [-1.4996, 5.4969, -10.6275], [-3.0697, 5.1363, -12.2724], [-0.8432, 4.9322, -11.1536], [-1.0358, 6.1696, -10.0304], [-4.0172, 5.2232, -12.5979], [-2.5110, 4.3553, -12.5817], [-3.4978, 8.8420, -14.0255], [-3.5879, 9.0357, -12.7673], [-2.8661, 7.7537, -14.4979], [-3.8262, 9.8127, -14.8912], [-2.6535, 7.0688, -13.7865], [-3.0067, 7.4096, -15.4375], [-4.1049, 10.6931, -14.4948], [-3.9013, 9.6129, -15.8768]], "atomic_forces_ev_per_a": [[2.68, 1.37, -0.48], [-0.31, 1.30, -0.81], [0.79, -1.24, 0.12], [0.23, -0.57, 0.76], [0.31, -0.86, 0.12], [-0.26, 0.23, -0.21], [-0.11, 0.01, -0.50], [-0.29, 0.02, 0.07], [0.04, 0.04, 0.04], [1.01, 1.79, -0.46], [-0.69, -1.38, -0.06], [-0.88, 0.33, 0.04], [-0.50, -1.42, 0.16], [0.06, -0.51, 0.02], [0.26, -0.05, -0.03], [0.16, 0.01, -0.19], [-0.13, 0.22, 0.26], [0.37, -0.18, -0.42], [-1.27, 0.84, 0.56], [0.32, 0.32, -0.26], [0.09, 0.31, 0.20], [-0.12, -0.21, 0.10], [-0.29, -0.02, 0.22], [-0.01, -0.15, -0.02], [-0.31, -0.24, 0.02], [0.70, 0.58, -0.82], [-0.97, 0.07, 0.94], [-0.81, -0.43, 0.73], [-0.37, -0.73, 0.67], [0.05, -0.15, -0.20], [0.31, 0.20, -0.12], [-0.22, 0.07, -0.34], [0.16, 0.43, -0.11]], "e_lumo_ev": -15.921, "e_above_lowest_ev": 1.204, "homo_energy_ev": -19.37, "homo_lumo_gap_ev": 3.5, "total_charge": 3}

=====

{"formula": "C4H23N2O6", "method": "wB97M-V/def2-TZVPD", "species": ["N", "C", "C", "C", "O", "C", "N", "H", "H", "H", "H", "H", "H", "H", "H", "H", "H", "H", "H", "H", "H", "H", "O", "H", "H", "O", "H", "H", "O", "H", "H", "O", "H", "H", "O"], "xyz": [[-1.6040, -0.2009, -1.3370], [-0.9775, 0.6601, -0.2653], [-0.0584, 1.8100, -0.8568], [-0.8218, 3.0678, -1.1503], [0.4104, 1.3119, -2.1312], [-0.1716, -0.3220, 0.7114], [-1.1247, -0.7068, 1.8037], [-0.8854, -0.3950, -2.0478], [-1.9735, -1.0882, -0.9527], [-2.3325, 0.3283, -1.9035], [-1.7478, 1.3113, 0.2469], [0.8184, 1.9219, -0.3737], [-0.4052, 3.8652, -0.5553], [-0.5772, 3.5255, -2.2391], [-1.8728, 2.8633, -0.9847], [1.4294, 0.9158, -1.9646], [0.7133, 0.2451, 1.0125], [0.1218, -1.2571, 0.2041], [-1.3271, 0.0318, 2.4601], [-0.6511, -1.5002, 2.2268], [2.5487, 1.1413, 2.6998], [0.9651, 0.7954, 2.7088], [1.7192, 0.7213, 3.2597], [3.3893, 1.3430, -1.4793], [3.0644, -0.2113, -1.5638], [2.7821, 0.6319, -1.1489], [0.5623, -3.5803, 2.1633], [0.6106, -2.8478, 3.5021], [0.4788, -2.8105, 2.5933], [1.9457, -1.8994, -1.2361], [1.6758, -2.2122, -2.7873], [2.2806, -1.7952, -2.1982], [-3.4959, -2.4631, 0.5184], [-2.5089, -1.4452, 0.9493], [-2.9804, -1.7555, 0.1153]], "atomic_forces_ev_per_a": [[-0.05, 2.02, -1.52], [1.10, 0.81, 1.12], [-2.22, -2.47, -4.39], [1.02, 1.43, -2.08], [2.93, -1.65, 0.03], [-2.43, 1.56, -0.29], [1.07, -0.36, -1.17], [0.31, 0.34, 0.23], [-0.64, 0.13, 0.13], [0.78, -0.93, 1.14], [0.33, -1.74, -0.08], [2.38, 0.63, 2.76], [-0.57, 0.34, 0.75], [-0.86, -1.66, 2.29], [-0.30, 0.80, -0.18], [-3.23, 1.31, -0.27], [0.01, -0.49, 0.07], [-0.02, 0.50, 0.11], [0.21, 0.13, 0.11], [-0.33, 0.09, 0.73], [-3.40, -1.61, 2.13], [-0.93, 0.30, -0.82], [4.41, 1.37, -1.08], [-0.58, -1.05, 0.45], [-0.02, 0.56, -0.05], [0.99, 0.66, -0.56], [0.60, -4.63, -1.80], [0.57, -0.64, 2.35], [-0.89, 4.88, -0.43], [0.61, -0.14, -2.61], [-0.77, -0.61, -0.54], [0.16, 0.45, 3.25], [-0.34, -0.31, -0.69], [0.25, 0.44, -0.69], [-0.14, -0.44, 1.58]], "e_lumo_ev": -2.850, "e_above_lowest_ev": 2.000, "homo_energy_ev": -13.30, "homo_lumo_gap_ev": 10.5, "total_charge": 1}

=====

{"formula": "C12H10NP", "method": "wB97M-V/def2-TZVPD", "species": ["C", "C", "C", "C", "C", "C", "C", "C", "C", "C", "C", "C", "N", "P", "H", "H", "H", "H", "H", "H", "H", "H", "H", "H"], "xyz": [[0.2563, 0.6600, 0.1112], [-0.8919, 1.0216, 0.1285], [4.1374, -0.9029, 0.0407], [3.9376, 0.3888, 0.5022], [3.0629, -1.6593, -0.3986], [2.6663, 0.9332, 0.5251], [1.7877, -1.1288, -0.3739], [1.5833, 0.1713, 0.0928], [-2.9865, 0.4091, 1.0990], [-2.3284, 1.2377, 0.0236], [-3.3630, -0.8596, 0.8991], [-2.8434, 0.8535, -1.3776], [-3.1758, -1.5849, -0.2414], [-2.8515, -1.0194, -1.6641], [5.1353, -1.3190, 0.0213], [4.7766, 0.9714, 0.8506], [3.2076, -2.6662, -0.7592], [2.5020, 1.9396, 0.8798], [0.9367, -1.7083, -0.6985], [-3.0733, 0.8596, 2.0757], [-2.5457, 2.2995, 0.1973], [-3.8099, -1.4297, 1.7061], [-3.8799, 1.1935, -1.4957], [-2.2404, 1.3393, -2.1442]], "atomic_forces_ev_per_a": [[-0.84, 0.54, 0.15], [0.64, -0.27, -0.31], [0.15, -0.04, -0.01], [0.01, 0.01, 0.00], [-0.06, -0.05, -0.04], [-0.02, -0.07, 0.00], [0.15, 0.08, 0.10], [0.40, -0.30, -0.09], [-0.18, -0.08, -0.11], [-0.28, 0.09, -0.10], [-0.23, 0.49, 1.04], [-0.04, -0.42, 0.03], [0.22, -0.56, -1.02], [0.10, 0.74, 0.20], [0.03, -0.02, 0.01], [0.09, 0.07, 0.01], [0.08, -0.09, -0.02], [-0.02, 0.06, 0.03], [-0.06, -0.06, -0.04], [-0.09, -0.06, 0.13], [-0.01, -0.17, -0.01], [-0.02, 0.12, 0.14], [0.01, -0.01, -0.01], [-0.02, 0.00, -0.08]], "e_lumo_ev": -0.550, "e_above_lowest_ev": 0.000, "homo_energy_ev": -8.52, "homo_lumo_gap_ev": 8.0, "smiles": "C(#C[C@@H]1C=CN=PC1)c1ccccc1"}

=====

{"formula": "C3H7NO2", "method": "wB97M-V/def2-TZVPD", "species": ["C", "N", "C", "C", "O", "O", "H", "H", "H", "H", "H", "H", "H"], "xyz": [[0.4610, -1.1486, -0.7761], [1.2560, -0.8192, 0.3997], [-0.1320, 1.2556, 0.2645], [-0.5465, 1.0802, 1.5112], [0.8589, 0.4148, -0.3680], [-1.0622, -0.3201, -1.6015], [-1.8439, -0.3483, -1.0333], [2.2509, -0.8635, 0.1652], [-0.2721, -1.8821, -0.4649], [0.9828, -1.3764, -1.6996], [-0.4662, 1.9794, -0.4590], [-0.2922, 0.2085, 2.0994], [-1.1945, 1.8196, 1.9623]], "atomic_forces_ev_per_a": [[-2.48, -2.59, -0.45], [-0.22, 1.22, -1.04], [0.78, -1.15, 0.39], [0.09, 0.11, -0.45], [0.37, 2.65, 1.65], [1.00, -0.29, 0.02], [0.27, -0.28, 0.12], [-0.05, 0.13, 0.12], [0.04, -0.28, -0.32], [-0.13, 0.26, 0.19], [0.18, 0.13, 0.02], [0.29, 0.15, -0.05], [-0.14, -0.08, -0.19]], "e_lumo_ev": 0.847, "e_above_lowest_ev": 8.294, "homo_energy_ev": -8.72, "homo_lumo_gap_ev": 9.6}